1.
A molecular structure, C38H32AsF6N3O4PPtS5. Source: the Open Molecules 2025 dataset; level of theory: the ωB97M-V functional and the def2-TZVPD basis.

The value obtained for the LUMO energy is -0.1397 hartree. Its HOMO-LUMO gap is 6.52 eV. For the HOMO energy, the calculation gives -10.3 eV.

The geometry in ORCA input format:
```
! RIJCOSX wB97M-V def2-TZVPD def2/J DEFGRID3
* xyz 1 1
C -2.73034 -4.25472 -0.34388
C -2.37895 0.86497 -4.46079
S -2.81904 3.61779 1.98749
H -5.75907 6.97413 0.24014
C 4.43900 -1.16713 1.37102
C -2.30419 -0.40385 -5.01819
H 0.95631 -0.58257 2.19474
S -2.60312 2.66906 -2.49425
H 6.97684 -5.34445 1.91407
P -0.55303 -0.92142 0.36501
As 2.66369 -2.95818 2.91438
C 3.77238 -4.23291 1.93571
H -0.44735 -0.62949 -2.57648
F -0.82963 3.47248 0.26202
Pt -2.02007 0.58813 0.96866
H 3.42674 1.76405 -0.66943
C 4.06302 -6.01613 0.33430
C -2.61980 -1.51461 -4.25012
C -2.71793 1.01719 -3.11969
C 3.73592 -0.34400 3.51213
O -3.25791 2.35578 1.39704
H -2.59882 -2.50458 -4.68642
C -2.96801 -1.36078 -2.91612
N -1.93413 3.47180 3.23789
N -5.10090 5.22301 -0.63398
H 0.74480 -3.51978 1.34896
F 0.68235 2.49970 2.33836
H -0.26882 -4.85916 -2.59277
C 5.11920 -4.34472 2.27502
H 3.64406 -6.67231 -0.41803
C 3.72514 -1.35241 2.55433
N -4.57224 5.14344 -2.90238
H -2.18408 1.73883 -5.06863
C 3.25003 -5.08237 0.96580
H 5.70511 0.13280 0.23383
C -2.98558 -0.10167 -2.32051
H -4.79684 6.88713 -3.94872
H -2.87733 -2.50775 0.88721
C -0.83920 -4.34490 -1.83049
H -3.21759 -2.22512 -2.31265
C 0.38948 -0.09736 -2.14842
S -1.39471 2.15021 3.90586
C -2.00544 -4.90884 -1.33224
C 0.62378 -0.13880 -0.77354
H 5.54348 -3.69767 3.03477
H 6.03874 -6.83607 0.17605
H 2.99806 1.83386 -3.10974
H -3.63622 -4.69613 0.04953
C 1.24178 0.60853 -2.98220
H 2.20313 -5.03222 0.69113
C 5.14055 0.00760 1.14967
C 0.41729 2.32260 3.63452
O -1.76535 0.93398 3.18245
C -4.68977 4.53789 -1.73445
S -3.50098 0.03595 -0.63786
H -0.30145 -1.73265 2.58994
H -2.34806 -5.86360 -1.70926
F 0.98990 1.19321 4.04147
O -1.57216 2.14266 5.31096
H 3.20888 -0.48565 4.44836
C 2.33241 1.28606 -2.45543
F -2.27044 5.03412 -0.16972
H -5.67498 8.19973 -1.99191
H 0.52039 -2.69495 -1.73228
H 4.42692 1.61843 4.04186
H 1.05305 0.62375 -4.04806
C 1.72724 0.54013 -0.25183
C -5.39890 7.16171 -1.89562
C 5.12865 1.01856 2.10466
H -4.99660 4.78183 0.28161
C -1.60719 4.39458 0.80696
C 2.57435 1.24814 -1.09080
C 1.34459 -2.61763 1.47480
H 5.68068 1.93396 1.93332
C -4.91299 6.42167 -2.97658
F -0.85946 5.27768 1.44580
C -1.13414 -2.45352 -0.37325
C -2.29843 -3.02791 0.13387
C -0.39679 -3.12153 -1.34799
H 1.89517 -2.44691 0.54637
O -3.87416 4.58487 2.08943
F 0.90071 3.33926 4.32365
S -4.34795 2.86115 -1.39917
H 4.45698 -1.95020 0.62115
C 0.41605 -1.45286 1.81410
C 4.42556 0.84235 3.28648
H 1.94701 0.52787 0.80793
C -5.46345 6.51619 -0.69302
C 5.93148 -5.27306 1.64292
C 5.40460 -6.11071 0.66856
H -2.03189 -0.51552 -6.05936
*
```

=====

2.
A molecular structure, C38H32AsF6N3O4PPtS5. Source: the Open Molecules 2025 dataset; level of theory: the ωB97M-V functional and the def2-TZVPD basis.

The value obtained for the LUMO energy is -0.1563 hartree. Its HOMO-LUMO gap is 6.03 eV. For the HOMO energy, the calculation gives -10.3 eV.

The geometry in ORCA input format:
```
! RIJCOSX wB97M-V def2-TZVPD def2/J DEFGRID3
* xyz 1 1
C -4.20752 -0.74524 0.84755
H 1.50713 -0.98634 2.32592
H 4.09203 -0.32648 3.36353
H 1.88504 -1.19000 0.12206
C -6.05756 2.02500 -4.27024
H -0.02024 1.52464 -2.45116
C 0.66636 -0.44950 2.75008
C 6.69363 0.59992 2.18428
S -1.76465 -2.15882 0.80101
C -5.35468 -0.29652 1.48954
C -3.22361 -1.48158 1.52938
O -3.28523 -1.72472 -4.04341
N -3.66785 0.99301 -3.79626
C 5.92862 3.21799 2.67384
C 0.06064 -1.65170 -5.36073
C 0.09638 4.69103 -1.28542
C 3.66328 -3.85855 1.86177
C 3.46720 -3.65250 3.21870
C -0.03468 2.05583 -0.36420
C 3.62336 -2.37959 3.75611
H 7.00325 -0.42334 2.00246
H -4.72141 -1.51499 4.57160
C 5.17320 2.41943 1.82340
H -6.09463 0.25983 0.92793
C 4.01862 -2.79226 1.04277
H -5.78066 1.40677 -6.32277
As 4.57055 -0.04582 0.33781
H 0.15818 5.23808 0.78756
Pt -1.56344 -0.82811 -0.98708
O -1.05383 -0.10034 -3.39268
C -5.36869 1.44757 -5.32606
S -3.67197 1.51978 -1.17623
N -5.57737 2.06940 -3.02319
H 7.65070 3.32681 3.94818
P 0.03888 0.30697 0.15119
C -0.61114 0.17832 4.68916
S -0.26230 -1.32970 -3.56845
C 4.16651 -1.51226 1.57007
H 2.56324 0.94540 1.57447
C 1.76887 -0.13815 -0.16071
H -1.99223 1.48090 1.89445
N -1.07381 -2.59138 -3.14729
H 3.48691 -2.22140 4.81905
C 0.05573 3.63755 -2.18950
C -0.19210 0.29182 1.94164
C -1.28404 0.94157 2.51352
C -4.39542 1.54977 -2.80701
H 3.55016 -4.84866 1.43931
C -1.48687 0.89380 3.88442
H 1.13915 -1.06999 4.73787
S -4.10919 -0.56570 -0.92910
C 0.45840 -0.49930 4.11951
O 1.04592 -1.32623 -3.00504
H -2.33340 1.40886 4.31956
C -3.44065 -1.75137 2.87878
H 2.78886 1.75181 0.01704
H 0.14642 5.71203 -1.64072
C -0.00627 2.33086 -1.73311
C 7.06357 2.70676 3.28350
H 8.33305 0.98955 3.50447
H -2.69028 -2.30637 3.42853
H 1.88658 -0.11573 -1.24458
H -6.41887 -0.19385 3.34621
H -0.76517 0.14253 5.75990
F -3.07260 -3.75068 -5.84482
H -2.77859 0.51337 -3.58750
S -2.62225 -2.84228 -3.40761
H -3.50986 0.38604 -5.75686
F -3.46673 -5.16614 -4.26441
F 0.77886 -2.75092 -5.45088
C 7.44572 1.39476 3.03535
H 4.17934 -2.96140 -0.01638
H 0.08795 3.83319 -3.25386
H 4.29081 2.84168 1.35754
F -1.08322 -1.80652 -6.02509
F 0.72872 -0.63029 -5.89174
C 2.77777 0.78241 0.51751
C 0.09967 4.42611 0.07467
H -7.04040 2.45697 -4.41639
H 0.09036 2.93604 1.59918
F -1.42774 -4.73491 -4.84075
C -2.63775 -4.22240 -4.67991
O -3.21363 -3.40445 -2.23747
C 5.54565 1.10259 1.57550
C -4.58069 -1.29712 3.52061
H 5.62764 4.24137 2.85858
C -4.13888 0.90304 -5.04629
H 3.20324 -4.48352 3.86018
C 3.96702 -1.31532 2.93576
C 0.04605 3.11716 0.53569
C -5.53711 -0.55586 2.83624
*
```

=====

Order from most stable to least stable according to the calculation: 1, 2